1.
C17H21N5O4 | ωB97M-V/def2-TZVPD

The geometry in XYZ format:
```
47
Properties=species:S:1:pos:R:3:forces:R:3
C -3.74349 -4.52769 -1.22773 -0.0299 0.0282 0.2537
C -3.81025 -3.65004 0.01580 0.0491 0.1571 -0.2810
C -3.58948 -2.17909 -0.32589 -0.0599 -0.1141 0.3570
C -3.65253 -1.30806 0.92742 -0.0903 -0.4895 -0.0962
N -3.48277 0.10341 0.60701 0.1132 -0.1250 0.1205
C -2.23037 0.60835 0.41392 0.2425 0.2379 -0.0430
C -2.01223 1.94702 0.09004 0.0598 -0.0688 0.0016
C -3.16503 2.81102 -0.05881 -0.0632 -0.4691 0.1104
O -3.19511 3.99407 -0.33915 -0.0501 0.2921 -0.0648
N -4.38660 2.17204 0.14971 -0.3393 0.3626 -0.0760
C -4.62999 0.86902 0.47087 0.2380 0.1754 -0.0114
O -5.74041 0.42431 0.62987 -0.3062 -0.1288 0.0006
H -5.20334 2.76463 0.04591 0.1511 -0.1512 0.0265
C -0.65080 2.44173 -0.09259 0.4440 0.0976 -0.0468
N 0.28936 1.57858 0.05997 -0.3397 -0.4248 0.1168
N 1.60170 1.86853 -0.07056 0.0359 0.7772 -0.1767
C 2.48912 0.82157 0.11470 -0.1329 0.2425 -0.0479
O 2.10210 -0.29180 0.37811 0.0840 -0.2875 0.0607
N 3.79089 1.21966 -0.03760 0.0784 0.3856 -0.0865
C 4.95197 0.44453 0.07226 0.1683 -0.2472 0.0448
C 4.92737 -0.91548 0.36220 -0.1954 -0.0735 0.0252
C 6.11610 -1.61643 0.45392 0.1273 0.0846 -0.0246
C 7.33137 -0.98208 0.26088 0.1157 -0.0967 0.0150
C 7.35573 0.37201 -0.02772 -0.0087 0.0071 -0.0018
C 6.17503 1.08297 -0.12202 -0.0926 0.0067 0.0033
H 6.19836 2.14085 -0.34770 0.0006 0.1035 -0.0222
H 8.29704 0.87885 -0.18039 0.0642 0.0447 -0.0128
H 8.25411 -1.53715 0.33436 0.0769 -0.0474 0.0066
H 6.08863 -2.67197 0.67920 -0.0165 -0.0872 0.0196
H 3.98339 -1.41062 0.51290 -0.0218 -0.0142 0.0042
H 3.96175 2.19163 -0.25460 -0.1129 -0.1746 0.0440
H 1.90482 2.81002 -0.29857 -0.1171 -0.2701 0.0640
C -0.35593 3.87364 -0.43548 0.0341 -0.0443 0.0079
H 0.18676 3.92158 -1.38118 0.0867 0.0054 -0.0509
H 0.26307 4.31895 0.34537 0.0915 0.0261 0.0357
H -1.26869 4.44794 -0.52735 0.0844 0.0221 -0.0093
O -1.28172 -0.28423 0.57084 -0.3679 -0.0241 0.0393
H -0.38161 0.15294 0.42568 -0.0390 0.3404 -0.0848
H -4.63224 -1.40315 1.39929 0.1910 0.0193 -0.0070
H -2.87000 -1.59739 1.63018 -0.1399 0.0317 -0.0216
H -2.61393 -2.05809 -0.79979 -0.0034 0.0369 -0.0650
H -4.35821 -1.84690 -1.02694 -0.0045 0.0415 -0.0539
H -4.78562 -3.76700 0.49240 -0.0059 -0.0189 0.1035
H -3.04822 -3.97137 0.72865 -0.0211 -0.0218 0.1026
H -4.50627 -4.23226 -1.94456 -0.0656 -0.0010 -0.1160
H -2.77053 -4.43801 -1.70538 0.0921 -0.0213 -0.0966
H -3.90329 -5.57109 -0.96744 -0.0051 -0.1253 -0.0666
```
Positions in Å, forces in eV/Å.

Values from the calculation:
Structure (SMILES) = CCCCn1c(O)c(/C(C)=N/NC(=O)Nc2ccccc2)c(=O)[nH]c1=O
Relative energy (zero: lowest compared OMol25 entry of this formula, charge and spin) = 0.00 kcal/mol
E_tot = -33612.391 eV
Kohn-Sham gap = 8.50 eV
Net charge = 0
Largest force on an atom = 0.80 eV Å⁻¹

2.
C17H21N7O3STl | ωB97M-V/def2-TZVPD

The geometry in XYZ format:
```
50
Properties=species:S:1:pos:R:3:forces:R:3
Tl 2.11683 0.41091 -0.34057 0.2542 0.1359 0.1627
C -1.65061 -1.35466 -3.07692 0.1663 0.0167 0.2546
C -0.60504 -0.45734 -2.46112 -0.5782 -0.9801 0.7674
N -0.22187 -0.59586 -1.22825 0.4582 0.2020 -0.2527
N -0.83212 -1.53973 -0.51581 -0.9656 -0.2131 -0.3351
C -0.26140 -1.94663 0.60659 0.6164 0.2217 -0.5207
O 0.89781 -1.67388 1.00301 -0.0873 0.0473 0.2899
C -1.07760 -2.97298 1.31278 -0.2087 -0.2787 0.3156
C -0.60378 -3.56680 2.47623 0.1027 0.1708 -0.1045
C -1.28478 -4.62048 3.05842 -0.0171 -0.1380 0.0743
C -2.45615 -5.08969 2.48659 -0.1025 -0.0507 0.1113
C -2.97338 -4.45887 1.36482 -0.0843 -0.1321 -0.0099
C -2.29064 -3.40777 0.78482 0.0000 0.0655 0.0201
C -0.02198 0.60077 -3.24562 0.4374 0.7985 -0.6234
C -0.58591 0.99787 -4.47155 0.0242 -0.2180 0.3315
C -0.05023 2.06872 -5.15083 0.2908 0.1971 0.0227
C 1.05884 2.72155 -4.62233 -0.1264 -0.1070 -0.1782
C 1.58532 2.23422 -3.43699 0.0179 0.2765 -0.1093
N 1.07072 1.22029 -2.76895 -0.2661 -0.2699 -0.1113
H -1.82807 -2.17010 -2.37773 -0.0584 0.0547 -0.1369
H -1.30402 -1.76158 -4.02604 -0.0236 0.0245 -0.1389
H -2.59074 -0.82392 -3.23886 -0.0529 0.0083 -0.0559
H 0.30806 -3.18973 2.91203 0.1604 -0.0029 -0.0128
H -0.89275 -5.09091 3.95123 0.0061 0.0095 0.0299
H -2.97356 -5.93584 2.92094 -0.0270 -0.0021 0.0397
H -3.90443 -4.80262 0.92993 -0.0068 0.0086 0.0139
H -2.67754 -2.90376 -0.08548 -0.0074 -0.0210 -0.1012
H -1.44436 0.47294 -4.85776 -0.0957 -0.0133 -0.0387
H -0.48792 2.39796 -6.08388 -0.0218 0.0139 -0.0314
H 1.50690 3.56678 -5.12325 0.0362 0.0398 0.0142
H 2.45057 2.69295 -2.97827 0.1707 0.1136 -0.0083
N 0.19006 2.34636 -0.14535 -0.0884 0.1836 0.0645
N 0.63685 3.54958 0.44532 -0.3391 -0.0025 -0.2917
C 1.99651 3.71186 0.83993 -0.6760 -0.1246 -0.1849
O 2.33308 4.87024 1.06227 0.2194 0.9341 0.1386
O 2.65553 2.65896 1.00317 0.3825 -0.6979 -0.1039
H -0.07808 2.47855 -1.11725 0.1433 0.0258 0.1763
H -0.60675 1.96945 0.37020 0.1527 0.0513 0.0448
H 0.16941 4.41067 0.18178 0.1860 -0.2861 0.0100
C 2.58705 0.58557 3.27030 0.1413 0.1157 0.0612
N 1.22323 0.32338 2.87109 0.1295 0.4060 -0.1047
C 0.27911 1.26621 2.88973 0.1074 -0.0259 0.5788
N 0.63526 2.49952 3.34539 0.3158 -0.0628 -0.0267
S -1.30540 0.90692 2.52220 -0.9004 -0.1652 -0.2705
H 3.12736 -0.35500 3.23991 0.1036 -0.0750 0.0346
H 2.60016 0.98057 4.29079 0.0765 -0.0716 -0.0228
H 3.06682 1.30684 2.60100 0.0411 -0.0903 0.1013
H 1.02060 -0.53370 2.35498 -0.1319 0.0166 0.1115
H 1.56087 2.79191 3.05509 0.0769 0.1134 0.0757
H -0.06784 3.21032 3.20228 0.0483 -0.2227 -0.0706
```
Positions in Å, forces in eV/Å.

Values from the calculation:
E_tot = -50074.929 eV
Kohn-Sham gap = 7.28 eV
Net charge = -1
Largest force on an atom = 1.37 eV Å⁻¹

3.
C17H22BBr3IN3O2P | ωB97M-V/def2-TZVPD

The geometry in XYZ format:
```
50
Properties=species:S:1:pos:R:3:forces:R:3
C 0.38347 -1.77565 2.54903 0.2790 0.0052 -0.0906
C -0.08302 -2.45977 1.30020 -0.3564 0.0156 -0.1174
Br -0.52682 -4.28206 1.46407 0.0827 0.1294 0.0617
C -0.19398 -1.80750 0.13715 -0.7561 -0.4323 0.4826
Br -0.80287 -2.70815 -1.41500 0.3413 0.4387 -0.1023
C 0.18702 -0.37279 0.09083 0.2089 0.0061 -0.5397
C 1.50659 -0.08785 -0.15166 0.3550 -0.5271 -0.3423
C 2.62498 -1.07849 -0.41924 -0.2654 0.1954 0.0332
C 3.13397 -1.09004 -1.88666 0.8556 0.2074 0.9225
C 4.66441 -1.05588 -1.86020 -0.0728 0.0111 -0.3816
I 2.62402 -2.82537 -3.01498 -0.2654 0.1683 -0.0999
C 1.93793 1.24125 -0.14698 -0.0934 -0.0394 -0.0785
C 1.15003 2.32307 0.08333 0.3555 -0.0510 0.2724
P 2.08748 3.95176 0.05156 -0.4574 1.3051 -0.8998
N 3.30674 3.70052 -1.11362 -0.2750 -0.6275 0.6062
O 2.97110 3.82510 1.41803 -0.0963 -0.4739 0.0047
C -0.22718 2.07628 0.33035 -0.1458 0.5835 0.1193
C -1.18449 3.12036 0.61165 -0.0447 -0.4252 0.0647
Br -0.93745 4.98433 0.64835 0.2019 -0.0317 -0.0367
C -2.45488 2.78579 0.92129 -0.0233 0.3263 0.0615
N -2.85098 1.49329 0.93491 -0.0863 0.1066 0.0060
C -2.08035 0.45806 0.64276 0.3847 -0.3268 -0.3334
B -2.91266 -0.91981 0.74277 1.1792 -1.3817 0.3460
O -3.01808 -1.46645 2.02817 -0.3284 0.8108 -0.3154
N -3.52537 -1.51713 -0.36006 -1.3171 2.0349 0.4996
C -4.78555 -2.22779 -0.05265 0.8601 -0.8399 -0.4276
C -3.66099 -0.65860 -1.54870 0.2248 -0.5949 -0.3128
C -0.71502 0.71916 0.33294 -0.1937 -0.0450 0.1533
H 0.36598 -2.43568 3.40467 -0.0340 -0.1171 0.0939
H -0.21975 -0.89990 2.76942 -0.1621 0.0780 0.0409
H 1.40625 -1.43253 2.39377 0.1326 0.0177 0.1379
H 3.46340 -0.67558 0.14717 0.1158 -0.1324 0.2110
H 2.43108 -2.06215 -0.00819 -0.1572 -0.2308 -0.1913
H 2.81976 -0.16508 -2.36149 -0.4615 -0.2527 -0.4624
H 5.06229 -1.93125 -1.35789 0.0948 -0.0911 0.1343
H 5.02829 -0.15646 -1.36307 -0.0273 0.0770 0.1567
H 5.05162 -1.04518 -2.87400 0.1195 -0.0398 -0.1040
H 2.98835 1.39447 -0.34474 0.1115 -0.0151 0.0547
H 2.90076 3.55399 -2.03070 0.1645 0.1810 -0.1622
H 3.93977 2.93462 -0.89277 0.1790 0.2014 -0.1960
H 2.92277 4.67579 1.86429 0.1765 0.0264 0.2075
H -3.19036 3.52710 1.17386 -0.1986 0.0306 0.0290
H -3.81732 1.33752 1.18513 -0.0800 -0.0965 -0.0455
H -3.80905 -1.11364 2.45431 0.0311 -0.4340 0.4165
H -5.53873 -1.58364 0.39398 -0.1532 0.0982 -0.0391
H -4.55808 -3.05946 0.60312 -0.0842 -0.0107 0.2809
H -5.15308 -2.66753 -0.97423 -0.2483 0.0840 -0.0959
H -3.98328 -1.26942 -2.38731 -0.0907 -0.0089 -0.1189
H -4.38235 0.14816 -1.40969 -0.1400 0.0153 0.0269
H -2.70355 -0.23416 -1.83347 0.1606 0.0714 0.0691
```
Positions in Å, forces in eV/Å.

Values from the calculation:
Structure (SMILES) = C/C(Br)=C(/Br)c1c(C[C@@H](C)I)cc(P(N)O)c2c(Br)c[nH+]c(B(O)N(C)C)c12
E_tot = -254740.520 eV
Kohn-Sham gap = 6.95 eV
Net charge = +1
Largest force on an atom = 2.47 eV Å⁻¹

4.
C17H22BCl4NO2 | ωB97M-V/def2-TZVPD

The geometry in XYZ format:
```
47
Properties=species:S:1:pos:R:3:forces:R:3
Cl 2.37609 3.42110 3.16609 -0.0771 -0.3162 -0.4558
B 2.26036 2.01377 1.94519 -0.2203 -0.3621 0.2662
Cl 3.57583 2.13433 0.62409 -0.1106 0.0387 0.0783
Cl 2.48054 0.37135 2.89558 -0.0706 0.2373 -0.1653
O 0.92707 2.05667 1.32017 -0.6337 -0.4745 -0.8544
C -0.02404 1.12016 1.12593 1.7483 -1.6441 1.5458
C -1.31824 1.55137 1.75873 -0.6270 -0.3856 -0.3713
C -2.33179 0.60617 2.03070 0.1619 0.8748 0.0657
C -3.54312 1.01180 2.60386 0.1340 0.1238 -0.0676
C -3.75379 2.36106 2.92382 1.3741 -0.2310 -0.6480
Cl -5.26017 2.86955 3.56902 -0.2637 0.0744 0.1241
C -2.71736 3.29621 2.72266 -0.4748 -0.7546 0.0468
C -1.50478 2.88052 2.17899 -0.2357 -0.2394 -0.1203
H 0.24987 0.07159 1.33145 -0.0514 0.7946 1.2267
H -2.13755 -0.44653 1.83924 -0.1815 0.1176 -0.1371
H -4.33645 0.28847 2.78661 0.2194 0.1624 0.0284
H -2.88284 4.33479 2.98419 0.0973 -0.1067 0.0800
H -0.68597 3.58714 2.12528 -0.0310 -0.0679 -0.2560
C -1.75026 0.79207 -2.59247 0.0502 0.1482 0.1743
C -1.85528 -0.71668 -2.83982 -0.4905 0.4851 0.3016
C -0.67649 -1.54763 -2.29438 -0.7987 -0.1630 -0.6371
C 0.22776 -0.91069 -1.28473 1.3617 -0.6192 1.2423
N 1.35031 -1.60994 -0.98926 -1.4206 0.6640 -0.9081
C 1.62543 -2.89614 -1.67381 0.3040 -0.0395 -0.1920
C 2.75659 -3.68117 -1.01637 0.6585 -0.1086 0.3302
O 3.86813 -2.87424 -0.64251 -0.8880 0.1374 0.2608
C 3.45722 -1.87042 0.29607 0.2238 -0.1417 -0.0286
C 2.43586 -0.91460 -0.30931 1.0346 0.1396 0.5354
C -0.00180 0.40939 -0.71473 -0.0371 2.2919 -0.8197
C -1.28079 1.09906 -1.16798 -0.1866 -0.2521 -0.6841
H -1.07549 1.25940 -3.32056 -0.0882 -0.0669 0.0657
H -2.74983 1.24086 -2.70350 0.3532 -0.0893 -0.2514
H -2.78821 -1.07778 -2.38293 0.2313 0.1020 -0.0498
H -1.96193 -0.88081 -3.91725 0.0648 -0.1761 0.2055
H -1.11645 -2.48078 -1.89647 0.4577 0.2389 -0.0453
H -0.08193 -1.83846 -3.18073 0.1043 0.0081 0.6297
H 0.72998 -3.53318 -1.65040 0.2352 0.3379 -0.0258
H 1.90043 -2.73689 -2.72798 -0.1788 0.2943 0.2382
H 2.34375 -4.22560 -0.14338 0.3470 0.1810 -0.1690
H 3.18889 -4.40194 -1.73347 -0.5519 0.1834 0.3117
H 3.01465 -2.31943 1.20989 0.3590 -0.0314 -0.3733
H 4.37501 -1.31271 0.55977 -0.6540 -0.2200 0.0102
H 2.96589 -0.21267 -0.97786 -0.4621 -0.2909 -0.0608
H 2.05259 -0.33681 0.53233 -0.0315 -0.0459 -0.3106
H 0.89738 1.07069 -0.83945 -0.5694 -0.7977 -0.1257
H -1.13289 2.17415 -1.03381 -0.1664 -0.0944 0.0047
H -2.09214 0.80342 -0.49651 -0.0188 0.0836 -0.0154
```
Positions in Å, forces in eV/Å.

Values from the calculation:
Relative energy (zero: lowest compared OMol25 entry of this formula, charge and spin) = 16.93 kcal/mol
E_tot = -74338.939 eV
Kohn-Sham gap = 7.46 eV
Net charge = 0
Largest force on an atom = 2.85 eV Å⁻¹

5.
C17H22Cl2O4Re | ωB97M-V/def2-TZVPD

The geometry in XYZ format:
```
46
Properties=species:S:1:pos:R:3:forces:R:3
C -1.96814 -1.91465 -0.80800 -0.6848 -1.5920 -0.0121
C -1.39727 -2.21127 0.48571 -0.5082 -1.4191 -0.7709
C 0.00456 -2.45014 0.30842 -0.3743 -1.1795 -0.2442
C -2.14754 -2.53181 1.72856 0.2485 0.7427 0.6115
C 0.26867 -2.45458 -1.11202 -0.9632 -1.2147 -0.1819
C -0.93105 -2.07797 -1.79615 0.0855 -1.3138 0.4260
C -1.10803 -2.02216 -3.28185 0.0384 0.1758 0.0134
C -3.41626 -1.71709 -1.10351 -0.0952 -0.1410 0.0607
C 0.97870 -2.76358 1.39726 -0.0160 -0.0360 0.2261
C 1.53962 -2.88260 -1.76505 0.0960 0.1834 0.0179
Re -0.44892 -0.45209 -0.42882 -0.9107 -0.2372 -0.6088
Cl -0.70344 -0.75984 4.20923 0.2270 -0.0817 0.4319
Cl -2.17871 0.52959 0.87029 -1.4068 1.2280 1.3162
O 1.39094 -0.41154 -0.94190 3.9667 1.6406 0.1344
H -3.16491 -2.13554 1.69951 0.1114 -0.0865 0.0082
H -1.62444 -2.04449 2.57180 -0.3842 -0.1450 -0.0213
H -2.16327 -3.61439 1.93280 0.0258 0.1622 -0.3238
H 0.71265 -2.20778 2.31254 0.1866 -0.1120 -0.2471
H 2.00058 -2.51617 1.08536 -0.1904 0.0986 0.1388
H 0.95613 -3.83621 1.63925 0.0044 0.0526 -0.0176
H 2.39097 -2.62022 -1.13320 -0.0944 0.0490 -0.2373
H 1.64313 -2.40159 -2.73998 0.1677 0.0608 0.1724
H 1.55229 -3.96812 -1.93201 -0.1821 0.0151 0.1133
H -0.17619 -1.70862 -3.76427 -0.2375 0.0807 0.0011
H -1.91218 -1.33129 -3.55511 0.2842 0.0194 0.0430
H -1.37600 -3.01288 -3.67185 0.0387 0.0334 0.0784
H -3.89902 -1.18560 -0.27954 0.0744 0.0395 -0.2013
H -3.90988 -2.68855 -1.23034 -0.0872 -0.0090 -0.0383
H -3.53683 -1.14874 -2.02946 -0.0756 0.0746 0.1516
H 1.96672 -0.01960 -0.21208 -0.4571 -0.1108 -1.0710
O -1.03646 0.70697 -1.87914 0.1784 1.1577 -1.1471
H -0.58471 1.56378 -1.75803 -0.2833 -0.4918 -0.0421
O 2.41226 1.08381 0.86442 -0.0857 0.9633 0.3660
C 1.42455 1.83539 0.72895 -1.6704 -1.0389 -0.1184
O 0.25855 1.50541 0.28539 2.3706 1.8194 0.9953
C 1.49376 3.29069 1.07205 0.2771 0.7412 0.0325
C 0.46246 4.14379 0.64015 0.1541 0.2662 -0.0344
C 0.63121 5.53085 0.70395 0.1134 -0.2936 0.1231
C 1.79669 6.06229 1.26333 0.0937 -0.0640 -0.0025
C 2.77455 5.20806 1.78766 -0.1549 -0.0717 -0.0664
C 2.62701 3.82161 1.69907 -0.4147 0.3778 -0.2760
H -0.46300 3.72027 0.22998 0.5947 0.0106 0.1614
H -0.14468 6.18294 0.29016 0.2731 -0.1570 0.2406
H 1.95080 7.14470 1.28359 -0.0530 -0.2981 0.0469
H 3.67712 5.61823 2.23862 -0.1814 0.0153 -0.0310
H 3.37700 3.14076 2.09426 -0.0989 0.0853 -0.2172
```
Positions in Å, forces in eV/Å.

Values from the calculation:
Relative energy (zero: lowest compared OMol25 entry of this formula, charge and spin) = 0.00 kcal/mol
E_tot = -53351.772 eV
Kohn-Sham gap (spin up / spin down) = 3.36 / 6.31 eV
Expectation value of S² = 3.764
Net charge = -2
Largest force on an atom = 4.29 eV Å⁻¹
2S+1 = 4

net charge of number 2 (C17H21N7O3STl)?
-1